This record from the Open Molecules 2025 dataset describes a 6-piece molecular cluster, C20H30F6O15P overall at a distorted geometry. The level of theory is ωB97M-V/def2-TZVPD.

Last column: Mulliken charge in e.
Geometry (Å):
P1 26.2485 -21.6229 -8.2570  1.635
F1 25.2225 -22.7050 -7.6821  -0.452
F2 25.5483 -20.4263 -7.3802  -0.322
F3 27.5046 -21.9402 -7.2432  -0.349
F4 27.1829 -20.4628 -8.9310  -0.395
F5 26.9470 -22.7295 -9.2892  -0.703
F6 25.0500 -21.3574 -9.3536  -0.420
C1 27.9394 -16.9976 -10.9293  -1.608
C2 27.6394 -18.3558 -11.5556  1.395
C3 26.1647 -18.5262 -12.0785  -0.308
O1 26.3600 -19.1212 -13.3639  -0.342
C4 27.6621 -19.2669 -13.6438  0.615
O2 28.0483 -19.7251 -14.6844  -0.559
O3 28.4542 -18.6125 -12.7328  -0.448
H1 27.4939 -16.1671 -11.4768  0.372
H2 29.0055 -16.7799 -10.8643  0.390
H3 27.8246 -17.0499 -9.8467  0.371
H4 27.7930 -19.1154 -10.7892  -0.328
H5 25.7937 -17.5014 -12.0582  0.294
H6 25.6196 -19.2271 -11.4462  0.229
C5 26.6530 -19.5971 -4.4702  -1.466
C6 27.9877 -19.1060 -4.8953  0.633
C7 28.0111 -18.8353 -6.3980  -0.055
O4 28.7820 -17.6356 -6.5239  -0.324
C8 28.8172 -17.0662 -5.3851  0.564
O5 29.3588 -15.9661 -5.2488  -0.660
O6 28.1305 -17.7502 -4.4680  -0.352
H7 26.5408 -19.7872 -3.4028  0.390
H8 26.3234 -20.4869 -5.0066  0.293
H9 25.8477 -18.9048 -4.7159  0.379
H10 28.8455 -19.6875 -4.5575  0.310
H11 26.9868 -18.6601 -6.7269  0.219
H12 28.4096 -19.7356 -6.8658  0.046
C9 25.7140 -26.0831 -11.2584  -0.926
C10 25.4829 -25.1055 -12.4094  0.296
C11 25.9458 -23.7492 -12.1515  0.625
O7 26.9676 -23.4271 -13.0789  -0.110
C12 27.1662 -24.4968 -13.7764  0.555
O8 27.9341 -24.6332 -14.7270  -0.634
O9 26.3053 -25.5573 -13.4052  -0.400
H13 25.9299 -27.1147 -11.5361  0.397
H14 24.8226 -26.2902 -10.6663  0.366
H15 26.5075 -25.6863 -10.6252  -0.129
H16 24.5147 -25.2269 -12.8951  0.300
H17 26.4344 -23.7503 -11.1772  -0.576
H18 25.0970 -23.0813 -12.2981  0.273
C13 31.2027 -21.3348 -13.4998  -1.560
C14 30.6145 -21.2777 -12.0888  0.948
C15 29.7523 -22.4717 -11.8728  0.117
O10 30.4656 -23.2540 -10.9824  -0.208
C16 31.5650 -22.6515 -10.6271  0.590
O11 32.3930 -23.0878 -9.7890  -0.687
O12 31.5872 -21.4602 -11.0836  -0.370
H19 32.0028 -22.0603 -13.6470  0.333
H20 31.6457 -20.3512 -13.6556  0.414
H21 30.3564 -21.3642 -14.1861  0.410
H22 30.0024 -20.3837 -11.9700  -0.097
H23 29.5183 -23.0156 -12.7879  0.108
H24 28.8258 -22.1142 -11.4233  -0.092
C17 30.2754 -25.0684 -6.2691  -1.502
C18 29.2908 -25.6568 -7.2238  0.423
C19 28.5979 -24.6856 -8.2629  0.263
O13 28.9009 -25.3472 -9.5167  -0.187
C20 29.5889 -26.5451 -9.3046  0.558
O14 29.9592 -27.2815 -10.2011  -0.585
O15 29.8282 -26.6680 -7.9691  -0.396
H25 30.6862 -25.7210 -5.4987  0.367
H26 29.7670 -24.2499 -5.7596  0.338
H27 31.1116 -24.6129 -6.7995  0.345
H28 28.5738 -26.2018 -6.6098  0.213
H29 28.9534 -23.6597 -8.1678  0.068
H30 27.5264 -24.7892 -8.0914  0.109

Atomic forces in eV per Å
-0.65 0.58 -2.22
1.20 -0.56 1.28
0.86 -0.90 0.75
-1.56 0.24 0.44
-0.11 -0.16 -0.25
-0.75 0.62 0.50
0.88 0.38 -0.77
1.07 -0.43 -0.02
-0.40 0.08 0.55
2.02 0.07 0.86
-0.55 0.06 0.44
0.61 1.27 -1.48
0.08 -0.09 1.13
-1.07 -0.87 0.22
-0.32 0.02 0.45
0.37 -0.29 -0.84
-1.27 0.27 -0.03
0.48 -0.24 -0.26
-0.83 -0.31 -0.79
-0.20 0.30 -0.07
-1.34 -0.76 0.54
-0.56 1.00 -1.11
-0.45 -1.53 0.31
0.08 -2.44 -2.88
1.23 4.47 1.72
-1.17 -2.20 0.59
0.65 0.67 1.74
0.37 -0.06 0.06
0.50 -0.26 0.01
0.33 0.47 -0.11
-0.06 -0.07 0.12
0.21 0.09 -0.29
0.29 0.68 -0.70
-1.00 -0.21 0.97
-1.12 -3.36 0.29
-0.61 2.06 1.90
-0.38 0.38 0.16
1.38 -3.49 -4.24
-1.46 0.59 2.46
3.60 1.39 -2.70
0.53 0.30 -0.78
-0.20 0.77 0.38
0.02 -0.31 0.11
-0.67 0.51 0.80
-0.57 0.82 0.12
0.47 0.58 0.54
0.20 1.91 0.60
-0.13 -0.53 -1.91
-2.08 0.32 -0.43
-0.32 -2.51 0.32
2.76 -2.49 4.98
-2.35 0.93 -2.79
1.39 3.62 -0.90
-0.47 -0.37 0.03
0.30 0.05 -0.31
0.22 -0.47 -0.20
0.67 0.26 0.29
0.10 -0.09 0.13
-0.28 -0.59 0.26
0.61 1.27 -0.02
-1.45 0.66 1.18
0.44 -2.12 1.03
0.52 -0.79 0.35
0.39 0.87 -1.22
-1.00 1.41 2.32
1.41 -2.08 -2.77
-0.27 -0.36 -0.24
-0.04 0.08 0.16
0.11 -0.01 -0.12
-0.71 0.52 0.11
-0.02 -0.23 -0.56
0.07 0.60 -0.22

Computed properties:
**HOMO**: -0.3050 hartree
**Frontier orbital gap**: 0.395 hartree
**Charge**: -1
**Electronic energy**: -77541.3973 eV

***

This record from the Open Molecules 2025 dataset describes C20H30FeN6Se2Te2 as an isolated structure. The level of theory is ωB97M-V/def2-TZVPD.

Last column: Mulliken charge in e.
Geometry (Å):
Fe1 0.7284 -1.1318 -0.9073  -0.161
Se1 -1.1930 -2.6577 -0.5712  -0.297
Te1 0.7444 -3.7036 -1.6049  -0.137
Te2 2.5641 -1.6185 -2.7704  -0.163
Se2 2.7062 0.3207 -1.3306  -0.257
C1 -1.2711 -1.4983 2.9224  -0.607
N1 0.1274 -1.9076 2.8973  0.493
C2 0.6597 -2.4364 4.1454  -1.312
C3 0.9103 -1.7528 1.8162  -0.228
N2 0.7942 -0.7195 0.9626  1.551
C4 0.3993 0.5095 1.5179  -1.393
C5 1.0070 0.9536 2.6724  -0.350
C6 0.4592 2.0197 3.4052  -1.136
C7 -0.7126 2.5943 3.0037  -0.882
C8 -1.3283 2.1992 1.7910  1.158
C9 -2.5546 2.7723 1.3749  -0.903
C10 -3.1388 2.3846 0.2030  -1.081
C11 -2.4685 1.4961 -0.6563  -0.193
C12 -1.2418 0.9747 -0.3076  -0.493
N3 -0.4709 0.3178 -1.2882  1.744
C13 -0.3720 0.9433 -2.4759  -0.251
N4 -0.2707 2.2773 -2.6013  0.465
C14 -0.9742 2.9933 -3.6516  -1.245
C15 0.3174 3.1221 -1.5777  -0.941
N5 -0.3607 0.2114 -3.6059  0.569
C16 0.3228 0.6630 -4.8002  -1.305
C17 -1.1650 -0.9900 -3.7645  -1.045
C18 -0.7134 1.2154 0.9878  0.307
N6 1.8470 -2.6938 1.5584  0.586
C19 1.6440 -4.0923 1.8835  -1.330
C20 3.1772 -2.3635 1.0687  -1.032
H1 -1.6201 -1.5385 3.9504  0.364
H2 -1.8704 -2.1828 2.3201  0.211
H3 -1.4135 -0.4816 2.5590  0.178
H4 0.4085 -1.7431 4.9493  0.458
H5 1.7420 -2.5130 4.0887  0.386
H6 0.2425 -3.4164 4.3840  0.379
H7 1.8787 0.4363 3.0519  0.651
H8 0.9500 2.3448 4.3119  0.426
H9 -1.1823 3.3684 3.5943  0.443
H10 -3.0257 3.5053 2.0153  0.451
H11 -4.0955 2.7896 -0.0968  0.445
H12 -2.8883 1.2698 -1.6280  0.621
H13 -1.6029 2.3101 -4.2172  0.393
H14 -0.2795 3.4896 -4.3318  0.366
H15 -1.6137 3.7490 -3.1906  0.381
H16 0.9951 2.5395 -0.9590  0.132
H17 -0.4478 3.5867 -0.9501  0.275
H18 0.8912 3.9042 -2.0768  0.418
H19 1.0400 1.4374 -4.5403  0.353
H20 -0.3696 1.0421 -5.5568  0.375
H21 0.8596 -0.1887 -5.2221  0.414
H22 -1.6155 -1.2647 -2.8127  0.243
H23 -0.5453 -1.8185 -4.1138  0.225
H24 -1.9490 -0.8064 -4.5028  0.333
H25 0.5868 -4.2836 2.0443  0.340
H26 2.2135 -4.4014 2.7626  0.371
H27 1.9795 -4.6851 1.0311  0.410
H28 3.2358 -1.3033 0.8328  0.264
H29 3.4087 -2.9382 0.1692  0.215
H30 3.9143 -2.6099 1.8367  0.348

Atomic forces in eV per Å
-0.34 0.56 0.38
-0.06 0.13 0.08
0.59 -0.31 -0.36
-0.07 -0.72 -0.65
-0.07 0.12 0.29
-0.13 0.08 -0.10
0.06 -0.06 0.05
0.04 -0.08 -0.01
0.18 -0.11 -0.22
0.01 -0.19 0.05
0.21 0.23 0.30
-0.16 -0.05 -0.25
-0.10 0.06 0.02
0.05 -0.02 0.04
-0.07 0.16 0.10
-0.09 0.00 -0.07
0.02 0.08 0.11
0.28 -0.02 0.11
-0.26 0.12 -0.15
0.11 0.02 -0.03
-0.07 -0.18 -0.14
0.00 0.00 0.07
-0.04 0.04 -0.10
-0.01 -0.03 0.15
-0.10 0.07 0.10
0.12 -0.04 -0.14
-0.03 -0.07 0.08
0.05 0.05 -0.04
-0.06 0.13 0.10
-0.01 -0.04 0.11
0.03 0.12 -0.02
0.01 -0.01 0.02
-0.01 0.05 0.02
-0.02 -0.10 0.05
0.00 -0.01 0.00
0.01 -0.02 -0.01
0.01 -0.01 0.01
0.04 -0.05 -0.03
-0.01 0.03 0.03
-0.01 0.03 0.04
-0.03 0.03 0.01
-0.02 0.02 0.02
0.01 -0.04 -0.05
-0.01 0.06 0.03
-0.03 0.02 -0.01
0.00 0.00 0.01
-0.05 0.02 0.01
-0.02 -0.01 0.00
0.00 0.00 0.03
0.03 -0.01 -0.04
0.03 -0.02 0.03
0.01 0.03 0.00
0.00 0.03 -0.15
0.01 0.02 0.02
0.00 0.00 -0.03
-0.04 -0.02 0.01
0.00 0.02 0.03
-0.01 0.00 0.04
0.03 -0.08 0.04
-0.03 0.01 0.01
0.01 -0.02 0.01

Computed properties:
**HOMO (alpha / beta)**: -0.3655 / -0.3647 hartree
**2S+1**: 2
**Frontier orbital gap (alpha / beta)**: 0.214 / 0.215 hartree
**Charge**: +1
**Electronic energy**: -209828.8717 eV

***

Question: Among the records above, which one has the highest electronic energy?
Answer: C20H30F6O15P

***

Question: charge of number 2 (C20H30FeN6Se2Te2)?
Answer: +1

***

Question: Which of these has the lowest charge?
Answer: C20H30F6O15P

***

Question: Which value of electronic energy does entry 2 give?
Answer: -209828.8717 eV